100
Properties=species:S:1:pos:R:3:forces:R:3 method="wB97M-V/def2-TZVPD" e_lumo_ev="-10.693 / -10.695" total_charge=+3 gap_ev="5.405 / 5.404" e_homo_ev="-16.10 / -16.10" multiplicity=1
Mo 1.007 2.305 -1.559 0.6 0.2 0.6
C -3.746 2.474 0.986 0.1 -0.1 0.0
C -3.010 1.237 0.551 -0.3 0.3 0.2
C -3.602 0.013 0.456 -0.1 -0.1 0.1
C -2.883 -1.120 0.014 0.0 -0.2 0.0
N -1.591 -1.045 -0.245 -0.1 0.4 0.0
N -1.010 0.160 -0.131 0.4 -0.4 -0.2
B 0.525 0.345 -0.385 0.2 -0.3 0.3
N 1.221 -1.015 -0.853 -0.4 0.2 0.4
N 0.906 -2.192 -0.306 0.1 0.1 -0.2
C 1.579 -3.254 -0.723 -0.1 -0.1 0.1
C 2.538 -3.152 -1.751 0.1 -0.2 0.0
C 2.930 -1.935 -2.232 0.3 -0.1 -0.3
C 4.039 -1.790 -3.245 -0.1 0.0 0.1
C 2.231 -0.856 -1.692 0.2 0.2 -0.2
S 2.781 0.787 -1.836 -0.5 0.1 0.1
C 1.387 -4.576 0.011 0.1 0.1 -0.1
C -0.022 -4.698 0.580 -0.1 -0.1 0.0
C 1.682 -5.768 -0.910 -0.1 0.0 0.0
C 2.406 -4.563 1.167 0.1 0.0 0.0
N 1.249 0.818 0.989 -0.3 -0.3 -0.3
N 0.820 -0.003 1.939 0.2 0.2 0.1
C 1.285 0.122 3.170 -0.1 -0.2 0.0
C 2.317 1.034 3.438 0.0 -0.1 0.2
C 2.762 1.898 2.468 0.2 0.3 0.1
C 3.828 2.920 2.757 -0.1 -0.1 0.0
C 2.144 1.808 1.205 -0.1 0.1 -0.1
S 2.513 3.104 0.042 -0.3 -0.2 -0.3
C 0.622 -0.765 4.212 0.0 0.0 0.0
C 0.829 -2.236 3.818 0.0 0.0 0.0
C -0.881 -0.434 4.204 0.0 0.0 0.0
C 1.200 -0.514 5.604 0.0 0.0 0.0
C -1.662 1.269 0.172 0.1 0.2 0.1
S -0.827 2.779 -0.018 0.1 -0.3 -0.8
C -3.574 -2.474 -0.136 0.1 0.1 0.0
C -3.436 -3.211 1.209 -0.1 0.1 0.0
C -5.065 -2.280 -0.438 -0.1 -0.1 -0.1
C -2.939 -3.274 -1.284 0.0 0.1 0.0
H -4.818 2.294 1.006 0.0 0.0 0.0
H -3.547 3.313 0.318 0.0 0.0 0.0
H -3.434 2.775 1.990 0.0 0.0 0.0
H -4.649 -0.090 0.707 0.0 0.0 0.0
H 3.021 -4.048 -2.116 0.0 0.0 0.0
H 4.921 -2.340 -2.920 0.0 0.0 0.0
H 4.335 -0.757 -3.418 0.0 0.0 0.1
H 3.725 -2.216 -4.200 0.0 0.0 0.0
H -0.758 -4.876 -0.209 0.1 0.0 0.1
H -0.303 -3.799 1.122 0.0 0.0 0.1
H -0.054 -5.543 1.270 0.0 0.0 -0.1
H 1.132 -5.709 -1.854 0.0 0.0 0.1
H 1.361 -6.679 -0.405 0.0 0.0 0.0
H 2.746 -5.889 -1.126 -0.1 0.0 0.0
H 2.162 -3.785 1.895 0.0 0.0 -0.1
H 3.426 -4.398 0.806 -0.1 0.0 0.0
H 2.386 -5.529 1.674 0.0 0.1 0.0
H 2.761 1.070 4.425 -0.1 0.0 0.0
H 4.298 2.714 3.715 0.0 0.0 0.0
H 3.403 3.926 2.804 0.0 0.0 0.0
H 4.600 2.921 1.987 0.0 0.0 0.0
H 0.403 -2.441 2.832 0.0 0.0 0.1
H 0.334 -2.879 4.548 0.0 0.0 0.0
H 1.890 -2.498 3.808 -0.1 0.0 0.0
H -1.316 -0.605 3.215 0.0 0.0 0.1
H -1.065 0.603 4.501 0.0 -0.1 0.0
H -1.391 -1.083 4.917 0.0 0.0 0.0
H 2.256 -0.791 5.671 -0.1 0.0 0.0
H 0.661 -1.129 6.324 0.0 0.0 0.0
H 1.086 0.527 5.921 0.0 -0.1 0.0
H -4.037 -2.718 1.980 0.1 0.0 0.0
H -2.406 -3.240 1.552 0.1 -0.1 0.0
H -3.797 -4.236 1.110 0.0 0.1 0.0
H -5.626 -1.900 0.419 0.0 0.0 -0.1
H -5.497 -3.249 -0.692 0.0 0.0 0.0
H -5.229 -1.618 -1.294 0.0 -0.1 0.1
H -1.852 -3.299 -1.223 -0.1 0.0 0.1
H -3.222 -2.841 -2.248 0.1 0.0 0.1
H -3.311 -4.299 -1.258 0.0 0.1 0.0
S -1.559 5.457 -3.602 -0.2 0.2 -0.3
C -1.102 6.242 -2.130 -0.1 0.1 -0.1
C -1.553 7.472 -1.658 -0.1 0.0 -0.1
C -1.032 7.925 -0.470 0.1 0.1 0.2
C -0.074 7.171 0.225 0.0 0.1 0.0
C 0.368 5.955 -0.249 0.1 0.0 0.1
C -0.160 5.478 -1.446 0.2 -0.5 -0.2
N 0.165 4.281 -2.135 0.1 0.4 0.7
C -0.507 4.185 -3.259 0.1 -0.3 -0.2
C -0.235 3.027 -4.111 0.2 0.2 0.3
C -0.783 2.870 -5.365 -0.1 0.0 -0.2
C -0.300 1.871 -6.205 -0.1 0.1 0.0
C 0.746 1.062 -5.789 0.0 -0.1 0.0
C 1.294 1.200 -4.523 -0.3 0.2 0.1
C 0.775 2.158 -3.627 0.0 0.0 0.1
H -2.276 8.058 -2.212 0.0 0.0 0.0
H -1.355 8.879 -0.075 0.0 0.0 0.0
H 0.337 7.561 1.148 0.0 0.0 0.0
H 1.124 5.404 0.290 0.0 0.0 0.0
H -1.558 3.544 -5.713 0.0 0.0 0.0
H -0.718 1.753 -7.197 0.0 0.0 0.1
H 1.147 0.313 -6.459 0.0 0.0 0.0
H 2.106 0.552 -4.245 0.1 0.0 0.0

64
Properties=species:S:1:pos:R:3:forces:R:3 method="wB97M-V/def2-TZVPD" e_lumo_ev=0.739 smiles=COCCOC.COCCOC.COCCOC.COCCOC gap_ev=10.212 e_homo_ev=-9.47 multiplicity=1
C 0.595 -1.114 -5.153 0.1 0.0 0.2
O -0.617 -1.832 -5.215 0.1 -0.4 0.0
C -1.325 -1.855 -3.988 0.1 -0.6 -0.9
C -2.422 -0.792 -3.938 0.0 0.7 1.0
O -2.136 0.273 -4.813 0.6 0.1 0.0
C -2.888 1.414 -4.518 -0.8 0.2 -0.1
H 1.126 -1.209 -6.099 -0.3 0.1 -0.2
H 1.280 -1.546 -4.408 -0.2 0.1 0.2
H 0.387 -0.066 -4.919 0.3 0.0 -0.1
H -0.620 -1.790 -3.153 0.0 0.4 0.0
H -1.742 -2.864 -3.914 -0.3 0.1 0.0
H -2.410 -0.420 -2.900 -0.2 0.1 0.0
H -3.459 -1.099 -4.116 0.2 -0.6 -0.2
H -3.957 1.169 -4.445 0.0 0.0 0.0
H -2.785 2.125 -5.335 0.2 0.0 0.0
H -2.625 1.911 -3.577 0.3 -0.2 0.0
C 5.167 -0.708 5.601 -0.5 0.2 0.2
O 5.290 -0.086 4.339 -0.4 -0.2 0.0
C 6.468 -0.385 3.650 0.8 0.3 -0.5
C 7.621 0.548 4.018 -0.1 0.0 0.0
O 8.081 0.350 5.338 -0.2 -0.1 0.3
C 8.902 -0.779 5.452 1.0 -0.3 -0.6
H 5.267 -1.797 5.538 0.4 0.0 0.0
H 4.145 -0.542 5.946 0.0 0.2 -0.1
H 5.847 -0.255 6.322 0.1 -0.3 0.1
H 6.282 -0.251 2.582 -0.2 0.1 0.0
H 6.778 -1.429 3.766 -0.2 -0.1 0.2
H 7.298 1.585 3.950 -0.2 0.0 0.1
H 8.453 0.462 3.309 0.0 -0.3 -0.1
H 9.848 -0.592 4.912 0.0 0.0 0.2
H 8.510 -1.698 4.995 -0.4 0.2 0.2
H 9.141 -0.982 6.494 -0.2 0.2 0.1
C 2.494 -0.725 2.583 -1.2 0.8 0.6
O 1.688 -1.130 1.489 0.5 -0.4 0.0
C 0.911 -0.091 0.960 0.3 0.6 0.2
C -0.404 -0.637 0.444 0.1 0.8 -0.9
O -1.279 0.437 0.109 -0.3 -0.2 0.2
C -0.892 1.120 -1.060 0.5 0.1 0.2
H 3.029 -1.556 3.025 0.1 -0.2 -0.4
H 1.780 -0.342 3.330 0.3 -0.1 0.3
H 3.155 0.125 2.392 0.3 -0.3 -0.4
H 1.475 0.434 0.179 0.0 -0.2 -0.3
H 0.713 0.710 1.687 -0.2 -0.3 0.3
H -0.903 -1.259 1.179 0.0 -0.1 0.1
H -0.218 -1.175 -0.493 0.0 -0.5 0.2
H -0.587 0.417 -1.843 -0.2 0.0 -0.2
H -0.030 1.772 -0.885 0.0 0.1 0.0
H -1.722 1.742 -1.382 -0.1 -0.1 -0.1
C -5.471 -1.258 -1.575 -0.6 0.4 -0.5
O -5.814 -0.074 -0.882 0.2 -0.3 0.4
C -5.187 1.087 -1.355 -0.2 1.0 -0.4
C -5.684 2.269 -0.539 -0.9 -0.4 0.4
O -6.929 2.813 -0.961 0.2 -0.2 -0.8
C -7.994 1.907 -0.811 -0.7 0.0 0.8
H -6.369 -1.874 -1.649 0.1 -0.1 0.2
H -4.678 -1.822 -1.083 0.2 0.1 -0.1
H -5.222 -0.984 -2.606 0.3 -0.3 0.0
H -5.469 1.276 -2.401 0.1 -0.1 -0.1
H -4.091 1.093 -1.314 0.1 -0.5 0.2
H -4.991 3.104 -0.523 0.2 0.0 0.0
H -5.860 1.870 0.469 0.4 0.2 0.2
H -8.038 1.035 -1.467 0.6 0.1 -0.2
H -8.943 2.422 -0.961 0.2 0.4 0.0
H -7.969 1.546 0.223 -0.2 -0.2 0.0

60
Properties=species:S:1:pos:R:3:forces:R:3 method="wB97M-V/def2-TZVPD" e_lumo_ev=0.347 smiles="COc1ccc(N(CC(=O)Nc2ccc(S(=O)(=O)N3CCCC3)cc2)S(C)(=O)=O)cc1OC" gap_ev=8.663 e_homo_ev=-8.32 multiplicity=1
C -6.153 -2.935 -3.407 -0.3 -0.4 0.2
O -5.527 -1.927 -4.171 0.2 0.4 0.0
C -4.610 -1.086 -3.626 0.1 0.1 -0.1
C -3.971 -0.266 -4.553 -0.1 -0.1 0.2
C -3.024 0.667 -4.182 0.1 0.0 0.2
C -2.669 0.770 -2.846 -0.6 -0.5 -0.1
N -1.721 1.712 -2.386 -0.4 0.9 0.4
C -0.411 1.805 -2.990 0.5 -0.1 -0.1
C 0.576 0.924 -2.203 -0.2 0.3 -0.3
O 1.192 0.021 -2.719 0.1 -0.2 -0.1
N 0.624 1.295 -0.901 0.0 0.3 0.3
C 1.268 0.672 0.164 0.2 -0.2 0.2
C 2.024 -0.492 0.014 0.0 -0.1 -0.1
C 2.612 -1.071 1.124 -0.1 0.0 0.0
C 2.454 -0.493 2.369 0.3 -0.2 0.5
S 3.222 -1.280 3.776 0.0 0.1 -0.5
O 2.841 -2.661 3.816 0.1 -0.1 -0.2
O 2.971 -0.480 4.947 0.0 0.2 -0.1
N 4.837 -1.217 3.286 -1.1 -0.1 0.1
C 5.450 0.062 3.584 0.2 0.6 0.1
C 6.035 -0.108 4.988 0.0 0.1 0.0
C 6.502 -1.569 4.996 0.0 0.0 0.0
C 5.697 -2.239 3.863 0.2 -0.7 0.2
C 1.714 0.663 2.529 0.0 0.0 0.1
C 1.119 1.247 1.428 0.0 -0.1 -0.1
S -2.265 2.975 -1.474 -0.3 0.5 -0.4
C -2.944 4.160 -2.662 0.3 -0.6 0.6
O -1.103 3.562 -0.854 0.2 0.2 -0.3
O -3.322 2.531 -0.623 -0.2 -0.1 -0.2
C -3.284 -0.044 -1.906 0.0 -0.2 -0.1
C -4.268 -0.956 -2.263 0.0 0.0 0.0
O -4.920 -1.730 -1.346 0.0 0.1 -0.5
C -4.618 -1.559 0.020 0.0 0.0 0.2
H -5.422 -3.594 -2.934 -0.1 0.0 0.0
H -6.745 -3.504 -4.123 0.0 0.0 0.1
H -6.809 -2.516 -2.642 0.1 -0.1 -0.1
H -4.256 -0.379 -5.586 0.0 0.0 -0.1
H -2.564 1.294 -4.930 0.1 0.1 -0.1
H -0.077 2.845 -2.946 0.1 -0.1 -0.1
H -0.431 1.464 -4.027 0.0 0.0 0.2
H 0.079 2.122 -0.653 0.2 -0.2 -0.1
H 2.137 -0.930 -0.963 0.0 0.0 0.0
H 3.193 -1.975 1.041 0.1 -0.1 -0.1
H 6.234 0.250 2.844 -0.1 0.0 0.0
H 4.697 0.846 3.523 0.2 0.2 -0.1
H 5.236 0.038 5.714 0.1 0.1 0.0
H 6.840 0.594 5.193 0.0 0.0 0.0
H 6.310 -2.044 5.956 0.1 0.0 0.0
H 7.570 -1.635 4.788 0.0 0.0 0.0
H 6.358 -2.612 3.075 -0.1 0.0 0.1
H 5.066 -3.058 4.206 0.2 -0.1 0.0
H 1.611 1.082 3.518 0.0 0.1 0.1
H 0.530 2.147 1.532 -0.1 0.1 0.1
H -3.740 3.659 -3.197 -0.1 -0.1 -0.1
H -3.330 5.003 -2.104 0.0 0.1 0.1
H -2.152 4.474 -3.328 0.2 0.0 -0.1
H -2.992 0.075 -0.878 0.0 -0.1 0.1
H -5.300 -2.222 0.549 0.1 0.1 0.0
H -4.787 -0.527 0.341 0.0 0.0 0.0
H -3.587 -1.848 0.243 0.0 0.0 0.0

Values for ΔE to the lowest compared entry with this formula, charge and spin, kcal per mole, ordered as above
46.7 97.8 55.4
Values for max |F|, eV/Å, ordered as above
0.87 1.61 1.16